(1)
12
Properties=species:S:1:pos:R:3:forces:R:3 method="wB97M-V/def2-TZVPD" e_tot_ha=-306.45602 fmax_ev_per_a=0.47 smiles="O=COC1CC1" spin_multiplicity=1 lumo_energy_ev=1.0 e_above_lowest_ev=1.368 homo_lumo_gap_ha=0.422
O 1.8967 1.2012 0.6397 0.07 -0.41 -0.21
C 2.0170 0.3073 -0.1518 0.06 0.30 0.22
O 1.1110 -0.6299 -0.4680 0.06 0.11 -0.05
C -0.1314 -0.6825 0.2123 -0.15 -0.10 0.14
C -1.3474 -0.4472 -0.6225 -0.11 -0.11 -0.13
C -0.9645 0.5307 0.4561 -0.01 0.16 0.09
H 2.9168 0.1288 -0.7604 -0.09 0.05 0.05
H -0.1384 -1.4810 0.9484 0.01 0.14 -0.11
H -1.1578 -0.1418 -1.6475 -0.03 -0.06 0.16
H -2.2093 -1.0927 -0.4881 0.14 0.09 0.01
H -0.5685 1.4958 0.1652 -0.05 -0.17 -0.01
H -1.5417 0.5400 1.3768 0.12 0.01 -0.16


(2)
16
Properties=species:S:1:pos:R:3:forces:R:3 method="wB97M-V/def2-TZVPD" e_tot_ha=-3060.63824 fmax_ev_per_a=5.03 spin_multiplicity=1 lumo_energy_ev=-0.2 e_above_lowest_ev=0.720 homo_lumo_gap_ha=0.343
C 0.8931 -0.6493 -1.0051 0.17 0.44 -0.60
C 0.6791 -1.8519 -0.2145 -0.16 0.03 0.31
C 0.4634 0.5440 -0.6466 -2.45 -0.91 4.30
C -1.0296 -1.0730 1.2397 -0.57 0.16 0.23
C -0.5998 0.3685 1.1582 2.34 0.90 -3.92
C 0.5506 1.9304 -1.0825 0.15 0.16 -0.29
N -0.1036 -2.0411 0.7655 0.12 -0.61 0.17
F 0.2541 0.7224 2.1389 -0.23 -0.29 -0.02
F -1.5760 1.2870 1.1085 0.17 -0.23 0.22
Br -2.7104 -1.2794 0.2091 0.31 0.01 0.20
H 1.4690 -0.7712 -1.9166 0.12 0.02 -0.09
H 1.2756 -2.7195 -0.4803 0.11 -0.01 -0.10
H -1.2923 -1.3387 2.2735 -0.05 0.20 -0.29
H 0.9386 1.9916 -2.1015 0.01 0.11 -0.01
H 1.2202 2.4781 -0.4122 -0.07 0.01 -0.07
H -0.4319 2.4019 -1.0341 0.03 0.03 -0.04


(3)
88
Properties=species:S:1:pos:R:3:forces:R:3 method="wB97M-V/def2-TZVPD" e_tot_ha=-7618.08000 fmax_ev_per_a=1.28 total_charge=+2 spin_multiplicity=1 lumo_energy_ev="-7.9 / -7.9" e_above_lowest_ev=4.082 homo_lumo_gap_ha="0.124 / 0.124"
Os -1.7088 1.6213 -0.5054 -0.05 0.30 1.24
C -4.7190 1.1580 3.9609 -0.04 0.08 -0.06
S -5.4774 1.7789 2.4408 -0.02 -0.06 0.03
C -4.2080 1.7810 1.2566 0.12 0.07 0.04
S -2.5174 1.4025 1.6519 -0.21 -0.26 -0.01
N -4.6253 2.1249 0.0828 0.14 -0.11 -0.10
N -3.6203 2.1902 -0.8567 0.01 0.25 0.18
C -3.9308 2.4975 -2.0619 0.03 0.20 -0.03
C -2.8082 2.7834 -2.9552 0.03 -0.04 0.24
C -2.9761 3.2530 -4.2392 -0.01 0.11 -0.09
C -1.8759 3.7666 -4.9163 -0.04 -0.02 -0.03
C -0.6650 3.8418 -4.2552 -0.02 0.08 0.03
C -0.5570 3.2972 -2.9838 -0.16 -0.10 -0.01
N -1.5815 2.7117 -2.3609 -0.25 -0.46 -0.51
H -5.3672 0.3746 4.3461 0.00 0.00 0.02
H -4.6470 1.9647 4.6857 0.04 0.00 0.00
H -3.7327 0.7538 3.7532 -0.01 -0.04 0.01
H -4.9660 2.6556 -2.3395 0.02 0.05 -0.03
H -3.9606 3.2409 -4.6867 0.01 0.04 0.00
H -1.9777 4.1351 -5.9280 -0.01 0.02 0.02
H 0.1970 4.3118 -4.7073 0.00 -0.04 -0.01
H 0.3795 3.3361 -2.4497 0.06 -0.10 -0.03
S -3.0266 -0.3077 -1.2890 0.66 -0.04 -0.54
C -3.0193 -1.9960 -0.7434 0.11 0.43 0.22
C -4.2452 -2.6431 -0.9493 -0.09 -0.06 -0.03
C -4.3974 -3.9834 -0.6578 -0.04 0.06 -0.04
C -3.3415 -4.7221 -0.1315 0.12 -0.03 0.07
C -2.1366 -4.0928 0.1126 0.01 -0.08 -0.07
C -1.9742 -2.7383 -0.1922 -0.31 0.13 -0.10
As -0.3593 -1.7871 0.1055 0.50 -0.42 -0.04
C -0.4847 -1.4980 2.0455 0.14 0.21 -0.08
C -1.2882 -2.2298 2.8827 -0.23 -0.02 0.03
C -1.4348 -1.8739 4.2251 0.16 0.02 -0.14
C -0.8048 -0.7357 4.7709 -0.09 0.07 0.00
C -0.0399 0.0411 3.9652 0.03 0.13 -0.04
C 0.1744 -0.2822 2.5498 0.60 -0.26 0.33
C 0.9390 -3.2422 0.0182 -0.09 -0.05 0.18
C 1.5473 -3.4234 -1.2220 0.01 0.01 0.02
C 2.4722 -4.4419 -1.4055 0.02 0.00 0.00
C 2.7925 -5.2872 -0.3499 -0.01 0.00 -0.01
C 2.1873 -5.1119 0.8871 0.03 0.01 0.02
C 1.2648 -4.0885 1.0727 0.03 0.03 0.00
H -5.0783 -2.0770 -1.3469 0.03 0.00 0.00
H -5.3522 -4.4599 -0.8377 0.01 0.00 -0.02
H -3.4564 -5.7772 0.0769 -0.01 0.02 0.03
H -1.3098 -4.6614 0.5190 0.04 -0.02 -0.03
H -1.8130 -3.0979 2.5036 -0.05 0.02 -0.02
H -2.0560 -2.4895 4.8655 0.04 -0.02 0.01
H -0.9485 -0.4818 5.8123 -0.04 0.01 -0.02
H 0.4237 0.9423 4.3546 0.02 -0.04 0.01
H -0.2364 0.5589 1.9489 -0.43 0.04 -0.05
H 1.2947 -2.7702 -2.0512 0.01 -0.01 -0.02
H 2.9398 -4.5797 -2.3720 -0.03 -0.01 0.00
H 3.5022 -6.0909 -0.4964 0.00 0.02 0.01
H 2.4293 -5.7769 1.7069 -0.02 0.01 -0.01
H 0.8035 -3.9584 2.0453 -0.01 -0.04 -0.01
C 3.4822 -1.8716 2.1184 0.03 0.07 0.21
C 3.6387 -1.6452 0.7295 -0.23 0.12 -0.13
C 2.8373 -0.7547 0.0186 0.46 0.06 0.04
C 1.8605 -0.0327 0.6595 -0.42 0.13 0.13
C 1.7207 -0.1483 2.1329 -0.58 -0.22 -0.11
C 2.5683 -1.1510 2.8028 0.08 -0.10 0.00
As 0.7579 1.3467 -0.2913 -0.39 -0.10 -0.59
C 1.7707 1.3340 -1.9235 0.08 -0.11 -0.01
C 1.5328 0.5509 -3.0410 0.03 -0.03 0.05
C 2.3685 0.6867 -4.1429 0.02 0.02 0.00
C 3.4162 1.6020 -4.1101 -0.02 0.00 0.01
C 3.6376 2.3962 -2.9912 0.00 0.01 0.00
C 2.8084 2.2690 -1.8826 0.05 0.08 0.05
C 2.8788 3.0746 -0.6358 0.01 -0.03 -0.10
C 3.8240 4.0491 -0.3403 0.01 0.02 -0.02
C 3.7560 4.7331 0.8665 -0.02 0.00 0.00
C 2.7447 4.4677 1.7831 0.02 0.00 0.00
C 1.7910 3.4985 1.4978 0.01 0.00 -0.02
C 1.8694 2.8117 0.2966 0.01 -0.03 0.09
H 4.0981 -2.6080 2.6163 0.02 0.03 -0.01
H 4.3993 -2.2007 0.1929 -0.01 -0.02 0.00
H 2.9978 -0.6342 -1.0443 -0.04 -0.05 -0.01
H 1.9726 0.8415 2.5503 0.18 0.04 -0.10
H 2.4398 -1.2868 3.8713 0.00 0.00 -0.01
H 0.7044 -0.1492 -3.0548 -0.04 0.03 -0.02
H 2.2002 0.0881 -5.0285 0.01 0.00 0.01
H 4.0638 1.7043 -4.9710 -0.01 0.00 0.01
H 4.4478 3.1142 -2.9931 0.00 -0.01 -0.02
H 4.6119 4.2846 -1.0443 0.01 -0.01 0.01
H 4.4969 5.4883 1.0924 -0.01 0.00 0.00
H 2.6960 5.0224 2.7105 0.00 0.00 -0.01
H 0.9858 3.3023 2.1990 -0.03 0.03 -0.01


(4)
57
Properties=species:S:1:pos:R:3:forces:R:3 method="wB97M-V/def2-TZVPD" e_tot_ha=-1928.53496 fmax_ev_per_a=4.04 total_charge=+1 spin_multiplicity=1 lumo_energy_ev=-3.4 homo_lumo_gap_ha=0.252
C -2.1671 2.6381 1.9796 0.30 -0.11 -0.20
C -0.8389 1.7924 2.0960 -1.45 1.50 -0.02
N -1.1594 0.4387 1.6154 1.71 0.11 -0.01
C -0.0600 -0.2161 0.9634 -0.86 -1.18 -0.05
C 1.0731 -0.5673 1.9929 -1.12 -0.40 0.44
N 2.3608 -0.9487 1.2870 -0.47 0.08 -0.11
B 3.5122 -1.2469 2.2606 2.48 -1.32 1.70
C 4.0126 -0.3195 3.4433 -0.59 -0.45 0.34
O 4.1552 -2.4952 2.1122 -1.13 2.45 -0.60
C 2.7019 -0.0256 0.1544 -0.94 -0.15 -1.73
P 3.1944 1.7208 0.6369 2.61 3.08 -0.14
O 2.6025 2.2149 2.1039 -0.21 -0.89 -2.23
O 2.6731 2.8826 -0.4553 -0.65 -2.03 2.22
S 5.1487 1.8151 0.6427 -1.14 -0.77 0.02
C 1.4761 -0.1099 -0.8451 0.62 0.69 -0.06
N 1.7206 0.5944 -2.0848 0.14 -0.20 0.92
O 0.3819 0.5106 -0.1949 0.34 -0.51 0.33
H -2.3014 3.0140 0.9404 0.23 -0.25 0.61
H -2.1402 3.5191 2.6530 -0.14 -0.62 -0.37
H -3.0581 2.0029 2.1904 0.64 0.48 0.23
H -0.4991 1.8281 3.1515 -0.19 -0.45 -0.53
H -0.0844 2.3314 1.4800 -0.32 -0.60 0.18
H -1.9819 0.4495 1.0220 0.24 0.01 0.00
H -0.4536 -1.1994 0.5910 0.32 0.58 0.17
H 1.2266 0.1772 2.7922 0.24 -0.11 -0.81
H 0.7433 -1.5036 2.5018 0.19 0.72 -0.26
H 2.1395 -1.8539 0.8463 0.09 0.26 -0.03
H 4.4015 -0.9834 4.2532 -0.30 0.32 -0.63
H 4.8905 0.2898 3.1251 -0.76 -0.26 0.05
H 3.2241 0.3195 3.8975 0.71 -0.15 -0.40
H 4.2494 -2.7067 1.1735 -0.01 -0.67 0.07
H 3.5657 -0.4558 -0.4062 -0.28 0.48 0.77
H 1.9633 2.9400 2.0208 -0.06 0.00 -0.02
H 3.0969 2.7288 -1.3079 0.07 0.11 -0.10
H 1.3194 -1.1934 -1.0819 -0.37 0.35 0.61
H 1.2006 0.1902 -2.8555 0.24 0.11 -0.07
H 2.7112 0.6647 -2.2821 -0.16 -0.18 -0.39
N -0.0389 -1.7334 -5.5401 0.13 0.08 0.03
C 0.8192 -1.9244 -6.5896 0.02 0.00 -0.04
C 0.8944 -0.7486 -7.2918 0.09 -0.16 0.02
C 0.0538 0.1893 -6.6401 -0.05 0.06 0.16
C -0.5070 -0.4449 -5.5610 0.00 0.06 0.10
H -0.2870 -2.4293 -4.8618 -0.06 -0.04 -0.08
H 1.2984 -2.8767 -6.7463 -0.03 0.04 -0.04
H 1.4875 -0.5809 -8.1760 -0.03 -0.01 0.02
H -0.1205 1.2131 -6.9292 -0.01 -0.04 0.00
H -1.1972 -0.0940 -4.8105 -0.04 0.00 -0.09
N -5.5091 -0.4240 1.1041 0.00 -0.01 0.10
C -6.7633 -0.7102 1.5704 -0.02 -0.03 0.01
C -6.6285 -1.3882 2.7548 -0.12 0.07 -0.10
C -5.2409 -1.5119 3.0168 0.18 0.03 -0.02
C -4.5742 -0.9055 1.9831 -0.03 -0.01 -0.04
H -5.3071 0.0633 0.2510 -0.06 0.00 0.00
H -7.6396 -0.4090 1.0208 0.01 -0.03 0.04
H -7.4375 -1.7538 3.3658 0.03 0.02 -0.02
H -4.7826 -1.9906 3.8672 -0.02 0.02 -0.02
H -3.5212 -0.7777 1.7990 -0.02 -0.07 0.09